# 1
140
Properties=species:S:1:pos:R:3:forces:R:3 method="wB97M-V/def2-TZVPD" total_charge=-1 energy_ev=-75616.0138 gap_ev=6.4
C 0.020 1.061 1.835 -0.9 -0.1 -0.8
C -1.590 1.260 1.568 1.3 -1.0 0.5
O -1.725 1.618 0.171 -0.3 1.3 1.3
C -2.081 3.022 0.006 -1.4 0.0 -0.4
N -1.242 3.958 0.788 -0.4 0.2 -0.7
B -1.136 5.312 0.159 -0.3 0.7 -1.0
O -2.319 6.105 -0.203 1.8 -1.9 -0.8
N 0.218 5.952 -0.090 -2.1 1.4 2.0
C 0.815 6.033 1.312 -0.3 0.1 0.0
C -0.043 7.409 -0.431 1.3 0.7 -0.4
C -1.899 3.319 -1.592 3.4 -1.0 -4.7
O -2.807 3.836 -2.322 1.2 -0.8 2.8
O -0.691 2.938 -2.184 -4.6 1.3 3.6
C -3.666 3.103 0.382 -1.3 -0.4 -0.4
C -4.588 2.144 -0.409 -3.3 2.4 2.8
C -6.143 2.247 -0.082 3.0 2.6 2.1
C -6.570 3.304 0.997 4.3 -0.7 -1.1
C -5.430 4.112 1.661 -0.8 -1.5 -1.4
N -4.028 4.042 1.394 -3.5 -2.9 -2.3
H 0.273 0.918 2.937 -0.3 0.2 -1.5
H 0.572 1.952 1.374 -0.9 -1.2 0.8
H 0.331 0.140 1.209 -0.4 1.4 1.2
H -2.126 0.246 1.731 0.8 1.6 -0.3
H -2.064 1.991 2.305 0.7 -0.8 -1.1
H -1.489 3.987 1.786 -0.1 -0.1 -0.7
H -2.360 6.064 -1.195 -0.3 0.1 1.1
H 1.560 6.897 1.285 -0.7 -1.4 0.3
H -0.029 6.352 2.046 1.4 -0.4 -0.7
H 1.247 5.035 1.653 -0.5 1.4 -0.5
H -0.551 7.531 -1.446 0.6 -0.2 1.6
H 0.985 7.938 -0.530 -1.5 -0.9 0.0
H -0.586 7.966 0.424 0.5 -0.8 -1.4
H -4.249 1.401 -1.205 -0.3 1.4 1.4
H -6.946 1.610 -0.574 1.4 0.9 0.6
H -7.647 3.505 1.308 1.7 -0.4 -0.6
H -5.757 4.869 2.469 0.8 -1.3 -1.4
C 3.757 -2.611 3.534 0.6 0.0 0.2
C 2.468 -3.397 3.592 -0.3 -0.3 -0.3
C 1.563 -2.463 4.370 -0.2 0.2 0.3
O 1.991 -1.127 4.072 0.2 -0.3 0.0
C 3.253 -1.188 3.393 -0.2 0.3 -0.3
H 4.418 -2.912 2.719 -0.1 0.1 0.0
H 4.301 -2.723 4.477 -0.1 0.0 -0.1
H 2.076 -3.541 2.580 0.0 0.0 0.1
H 2.572 -4.378 4.061 0.0 0.1 0.0
H 1.668 -2.616 5.449 0.0 -0.1 0.0
H 0.510 -2.581 4.101 0.0 0.1 0.0
H 3.081 -0.931 2.342 0.1 0.0 0.0
H 3.939 -0.455 3.824 -0.1 0.0 0.0
C 2.130 0.077 -3.510 -0.2 -0.2 -0.2
C 2.149 1.126 -2.421 0.1 0.6 0.0
C 2.128 0.278 -1.166 -0.3 0.0 0.2
O 2.800 -0.953 -1.485 0.1 -0.1 -0.3
C 2.980 -1.023 -2.905 0.2 -0.1 0.2
H 2.513 0.432 -4.469 0.0 0.0 0.0
H 1.106 -0.282 -3.661 0.0 0.1 0.0
H 3.083 1.696 -2.471 0.0 0.0 0.0
H 1.316 1.830 -2.473 -0.1 0.0 0.1
H 1.103 0.033 -0.870 0.0 0.2 0.0
H 2.629 0.762 -0.324 0.0 -0.1 0.0
H 4.044 -0.864 -3.115 0.0 0.0 -0.1
H 2.699 -2.017 -3.263 0.1 0.0 0.1
C 2.050 6.665 -5.328 -0.1 -0.5 -0.1
C 1.337 7.841 -5.956 0.1 0.3 -0.3
C 0.471 8.331 -4.812 -0.3 0.0 0.3
O 1.173 8.026 -3.600 0.1 0.0 -0.4
C 2.263 7.147 -3.908 0.1 0.1 0.4
H 2.980 6.395 -5.831 0.0 0.0 0.1
H 1.393 5.788 -5.330 0.1 0.0 0.0
H 2.064 8.612 -6.232 -0.1 0.0 0.0
H 0.760 7.582 -6.847 0.0 0.0 0.1
H -0.489 7.804 -4.786 0.0 0.0 -0.1
H 0.276 9.405 -4.864 0.0 0.0 0.1
H 3.192 7.722 -3.819 0.1 -0.1 0.0
H 2.290 6.329 -3.185 -0.1 0.1 0.0
C 4.596 -4.678 8.518 0.5 -0.1 0.1
C 3.707 -3.561 9.013 -0.4 0.0 0.3
C 3.515 -2.731 7.759 0.1 0.3 -0.3
O 3.581 -3.635 6.648 0.2 -0.2 0.5
C 4.070 -4.901 7.114 -0.2 -0.1 -0.3
H 4.557 -5.577 9.135 0.0 0.0 -0.1
H 5.635 -4.335 8.477 -0.1 -0.1 0.0
H 2.745 -3.969 9.341 0.1 0.1 0.0
H 4.135 -2.991 9.840 0.0 0.0 -0.1
H 4.319 -1.996 7.641 0.0 0.1 0.1
H 2.558 -2.204 7.747 0.1 0.0 -0.1
H 3.231 -5.605 7.112 0.1 -0.1 0.0
H 4.838 -5.272 6.431 -0.1 0.1 -0.1
C 0.501 -3.840 -3.928 0.3 -0.2 0.3
C 0.407 -3.065 -5.223 -0.1 0.4 -0.1
C -0.102 -4.120 -6.186 0.0 -0.3 -0.2
O -0.905 -5.028 -5.420 0.2 0.2 0.0
C -0.697 -4.762 -4.025 -0.3 -0.1 0.1
H 0.483 -3.211 -3.037 0.0 -0.1 -0.1
H 1.425 -4.429 -3.914 -0.1 0.0 0.1
H -0.331 -2.263 -5.123 0.1 0.0 0.0
H 1.353 -2.620 -5.540 -0.1 0.0 0.0
H 0.724 -4.690 -6.625 0.0 0.1 -0.1
H -0.700 -3.695 -6.996 0.0 -0.1 0.0
H -1.601 -4.279 -3.638 0.0 0.0 0.1
H -0.548 -5.703 -3.489 0.0 0.0 -0.1
C 2.007 -9.427 -3.827 0.4 -0.2 -0.1
C 0.899 -9.662 -2.826 -0.5 -0.2 0.0
C 1.065 -8.482 -1.888 0.1 0.2 0.3
O 1.591 -7.401 -2.670 0.0 -0.4 -0.1
C 2.012 -7.915 -3.941 -0.2 0.4 -0.1
H 1.847 -9.926 -4.785 0.0 0.1 0.1
H 2.960 -9.774 -3.414 0.0 0.0 -0.1
H -0.073 -9.607 -3.328 0.1 0.0 0.1
H 0.965 -10.625 -2.315 0.0 0.1 0.0
H 1.787 -8.704 -1.095 -0.1 -0.1 0.1
H 0.123 -8.177 -1.427 0.1 0.1 0.0
H 1.294 -7.572 -4.695 0.1 0.0 -0.1
H 2.997 -7.516 -4.191 -0.1 0.1 0.1
C -0.246 0.564 6.952 0.5 -0.1 0.0
C -1.136 1.680 7.446 -0.4 0.0 0.4
C -1.326 2.509 6.193 0.0 0.2 -0.4
O -1.259 1.607 5.080 0.1 -0.1 0.5
C -0.770 0.341 5.548 -0.2 -0.2 -0.4
H -0.285 -0.336 7.570 0.0 0.0 -0.1
H 0.794 0.907 6.913 0.0 -0.1 0.0
H -2.098 1.270 7.773 0.0 0.1 0.0
H -0.709 2.250 8.274 0.0 0.0 -0.1
H -0.522 3.244 6.078 0.0 0.1 0.1
H -2.284 3.035 6.180 0.1 0.0 -0.1
H -1.609 -0.364 5.546 0.0 -0.1 0.0
H -0.002 -0.031 4.867 -0.1 0.1 0.0
C -4.990 -1.278 -4.692 0.0 -0.5 0.0
C -5.715 -0.101 -5.302 0.1 0.4 -0.3
C -6.579 0.370 -4.150 -0.2 0.1 0.3
O -5.870 0.058 -2.942 0.0 -0.2 -0.4
C -4.773 -0.810 -3.267 0.3 0.2 0.3
H -4.060 -1.534 -5.202 0.0 0.0 0.1
H -5.640 -2.160 -4.701 0.1 0.0 0.0
H -4.995 0.678 -5.572 -0.1 0.0 0.0
H -6.293 -0.355 -6.193 0.0 0.0 0.1
H -7.535 -0.166 -4.125 -0.1 0.0 -0.1
H -6.781 1.442 -4.189 0.0 -0.1 0.1
H -3.849 -0.229 -3.177 0.0 -0.1 0.0
H -4.736 -1.637 -2.555 -0.1 0.1 0.0

# 2
76
Properties=species:S:1:pos:R:3:forces:R:3 method="wB97M-V/def2-TZVPD" total_charge=+1 energy_ev=-63062.2847 gap_ev=6.2
In 2.266 1.950 -0.244 -0.4 0.1 0.5
O 6.429 1.394 -0.653 -0.9 0.4 -0.7
C 5.211 1.577 -0.762 1.2 -0.4 -0.4
N 4.269 1.381 0.131 -0.4 0.2 0.7
C 4.465 0.875 1.422 0.1 0.3 0.6
C 5.644 0.301 1.873 1.0 0.0 -2.7
C 5.727 -0.399 3.043 -0.2 -1.0 0.4
C 4.571 -0.475 3.773 -0.5 -0.9 1.2
C 3.422 0.199 3.417 -1.1 -0.6 2.1
C 3.341 0.926 2.293 1.3 0.2 -1.4
N 2.295 1.712 1.894 -1.4 0.7 -0.9
C 1.486 2.433 2.675 0.0 0.9 -0.5
O 1.199 2.349 3.852 0.1 -0.3 0.1
C 0.982 3.708 1.926 0.2 0.2 -0.3
C 0.245 4.651 2.620 -0.9 0.3 -0.5
C -0.113 5.828 1.928 0.2 1.2 1.8
C 0.466 6.155 0.704 -1.3 -0.8 0.7
C 1.134 5.127 0.071 0.4 0.6 -1.3
N 1.369 3.957 0.643 0.2 -1.0 0.5
C 4.603 1.975 -2.110 -0.3 0.4 -0.2
C 5.385 1.960 -3.250 -0.2 0.0 0.3
C 4.824 2.236 -4.458 -0.3 0.7 -2.2
C 3.452 2.501 -4.573 0.8 -0.1 2.5
C 2.743 2.638 -3.393 1.3 -0.9 0.6
N 3.310 2.352 -2.187 -0.1 0.2 -0.5
H 6.454 0.259 1.118 -0.4 0.2 0.9
H 6.575 -1.053 3.252 -0.1 0.5 0.1
H 4.428 -1.139 4.620 0.6 0.1 0.1
H 2.537 0.138 4.061 0.4 0.0 -0.2
H -0.118 4.417 3.631 0.3 0.2 -0.6
H -0.727 6.626 2.453 0.7 -1.3 -0.7
H 0.192 7.095 0.257 0.4 0.1 -0.3
H 1.491 5.272 -0.973 -0.1 -0.2 0.8
H 6.405 1.707 -3.169 1.0 -0.1 0.3
H 5.439 2.361 -5.385 -0.5 -0.6 1.0
H 2.947 2.591 -5.470 -0.7 0.5 -1.8
H 1.720 2.937 -3.364 -0.6 0.1 -0.1
C -8.148 -6.672 1.860 1.3 -0.9 -2.3
O -8.192 -5.606 0.847 -0.2 -0.6 1.0
C -7.040 -5.037 0.449 -0.5 0.5 0.3
C -5.802 -5.590 0.673 0.6 0.0 -0.3
C -4.666 -4.855 0.291 -0.4 -0.1 0.4
C -4.700 -3.558 -0.223 -2.3 -0.7 0.4
C -6.011 -3.003 -0.393 1.2 -0.6 0.3
C -7.135 -3.748 -0.109 -0.8 1.2 -0.6
C -3.510 -2.798 -0.476 0.9 0.1 -1.6
N -2.259 -3.218 -0.369 -0.2 0.3 1.2
C -1.492 -2.114 -0.592 0.4 0.5 -0.6
C -2.279 -1.051 -1.027 0.9 0.4 0.1
N -3.548 -1.520 -1.015 -1.1 -0.6 0.6
C -1.802 0.280 -1.279 0.2 0.1 -0.4
C -2.567 1.350 -1.842 -0.1 -1.6 0.9
C -1.967 2.554 -1.988 -0.5 0.3 -0.3
C -0.628 2.670 -1.657 0.6 2.4 -0.5
N 0.138 1.729 -1.194 -0.1 -1.6 0.6
C -0.437 0.508 -0.988 0.0 -0.7 0.1
C 0.425 -0.619 -0.535 0.0 0.8 -1.4
N 1.735 -0.311 -0.503 0.3 0.1 0.6
C 2.637 -1.252 -0.239 -2.9 -1.2 0.1
C 2.196 -2.576 -0.039 -0.2 -0.5 0.1
C 0.847 -2.937 -0.127 1.2 -1.0 -0.2
C -0.052 -1.943 -0.436 -1.6 1.1 0.2
H -9.156 -6.848 2.131 -0.9 0.2 0.5
H -7.471 -6.489 2.698 -0.2 0.4 -0.1
H -7.824 -7.630 1.352 -0.1 1.0 0.5
H -5.777 -6.593 1.133 0.5 0.8 -0.4
H -3.728 -5.283 0.522 1.0 -0.4 0.0
H -6.088 -1.948 -0.631 -0.4 -0.1 -0.3
H -8.117 -3.244 -0.307 0.9 -0.9 0.5
H -4.386 -1.103 -1.400 0.3 0.1 0.3
H -3.619 1.184 -2.080 0.3 0.2 0.0
H -2.538 3.400 -2.346 0.2 0.1 -0.1
H -0.143 3.652 -1.801 -0.3 -0.5 0.1
H 3.628 -0.960 -0.158 1.7 0.4 0.1
H 2.922 -3.344 0.194 0.1 0.1 0.0
H 0.489 -4.000 -0.057 0.5 1.2 0.1

# 3
67
Properties=species:S:1:pos:R:3:forces:R:3 method="wB97M-V/def2-TZVPD" total_charge=+1 energy_ev=-47941.7837 gap_ev=6.4
C 2.081 -3.206 1.200 0.2 0.2 -0.2
C 2.344 -1.995 2.081 1.2 0.1 -0.2
C 2.170 -2.362 3.546 0.1 0.2 0.2
N 3.742 -1.516 1.895 -1.0 0.8 0.1
C 3.763 -0.247 1.678 -0.6 -2.1 0.2
S 5.272 0.612 1.606 0.6 -0.4 0.4
C 6.262 -0.734 2.486 0.3 0.5 -0.2
C 7.722 -0.459 2.440 1.6 0.6 -0.3
N 8.868 -0.227 2.388 -2.7 -0.6 0.2
C 2.374 0.395 1.558 0.5 0.4 -0.6
C 2.175 1.352 2.736 -0.1 0.1 0.3
C 2.216 1.077 0.203 0.3 0.2 -0.3
N 1.531 -0.817 1.659 -2.6 -0.3 0.2
C 0.173 -0.857 1.631 2.3 -0.2 0.7
C -0.704 0.155 1.197 -0.9 1.9 -2.5
C -1.552 0.728 2.308 -0.1 -0.2 1.4
H 2.832 -3.965 1.433 -0.2 0.0 0.0
H 1.081 -3.599 1.399 0.1 -0.1 -0.1
H 2.183 -2.934 0.144 -0.1 -0.1 0.2
H 2.919 -3.121 3.798 -0.2 0.1 -0.1
H 2.343 -1.500 4.202 -0.1 -0.2 -0.1
H 1.175 -2.778 3.725 0.1 0.0 0.1
H 5.923 -0.740 3.535 0.1 -0.1 -0.5
H 6.032 -1.689 1.994 0.1 0.4 0.3
H 2.924 2.157 2.675 -0.3 -0.3 0.0
H 1.170 1.796 2.729 0.3 -0.1 0.0
H 2.339 0.819 3.688 -0.1 0.2 -0.3
H 3.070 1.753 0.042 -0.3 -0.1 0.0
H 2.226 0.314 -0.591 -0.1 0.3 0.2
H 1.293 1.666 0.162 0.4 -0.1 -0.1
H -0.240 -1.711 2.200 0.1 0.3 -0.5
H -0.391 0.860 0.399 0.6 -0.2 1.4
H -2.301 1.516 2.048 0.9 -0.7 -0.2
H -2.100 -0.102 2.817 0.2 0.5 -0.2
H -0.859 1.140 3.084 -0.8 -0.1 -0.4
C -3.831 5.971 -2.073 -0.3 -0.3 0.3
O -4.397 5.059 -1.109 0.3 -0.7 -0.1
C -3.890 3.799 -1.001 1.0 0.4 -0.2
C -4.467 2.958 -0.028 0.1 0.4 0.0
C -3.934 1.712 0.239 0.3 -0.1 -0.6
C -2.802 1.238 -0.484 0.2 0.6 0.2
C -2.228 -0.084 -0.233 -1.6 -1.4 2.0
C -1.996 -0.970 -1.362 0.5 -1.1 -1.1
C -1.616 -2.316 -1.103 -0.3 0.2 -0.3
C -1.396 -3.224 -2.118 0.2 0.2 -0.4
C -1.491 -2.834 -3.472 0.4 1.0 -0.6
O -1.003 -3.699 -4.402 -0.3 0.1 0.4
C -0.875 -3.318 -5.787 -0.4 0.5 0.5
C -1.959 -1.533 -3.776 0.4 -0.7 1.0
C -2.222 -0.641 -2.730 0.2 -0.2 0.2
C -2.234 2.076 -1.460 -0.6 0.6 -0.1
C -2.752 3.351 -1.731 -0.6 -0.4 1.0
H -4.384 6.900 -1.917 0.2 -0.2 -0.1
H -2.763 6.134 -1.893 -0.2 0.0 0.0
H -3.990 5.603 -3.092 0.0 0.0 0.1
H -5.286 3.361 0.565 0.0 -0.2 -0.2
H -4.438 1.065 0.959 0.3 0.2 -0.1
H -2.708 -0.629 0.628 0.0 0.6 -1.2
H -1.522 -2.662 -0.071 0.1 0.2 -0.2
H -1.035 -4.222 -1.919 -0.1 -0.1 0.1
H -0.470 -4.188 -6.287 0.0 -0.1 0.0
H -1.860 -3.066 -6.209 0.3 -0.1 0.1
H -0.187 -2.466 -5.906 -0.2 -0.2 0.1
H -2.037 -1.199 -4.795 -0.2 0.0 -0.1
H -2.627 0.328 -3.021 0.1 -0.3 0.2
H -1.417 1.716 -2.082 0.1 0.2 0.4
H -2.242 3.999 -2.425 -0.1 0.0 -0.2